C3O2S3 | ωB97M-V/def2-TZVPD

- HOMO-LUMO gap: 7.61 eV
- Energy relative to the best compared isomer or geometry (same formula, charge and spin): 3.9 kcal per mole
- HOMO level: -9.7781 eV

Geometry as XYZ:
```
8
Properties=species:S:1:pos:R:3:forces:R:3
C -1.66052 -0.10909 -0.62456 -2.4 0.3 -1.3
C 0.58673 0.23073 0.74072 1.7 -0.3 1.2
C 1.04038 -0.27551 -0.64579 2.0 -0.1 -0.2
O -2.83529 -0.14296 -1.00284 3.6 0.0 1.4
O 2.19606 -0.52070 -0.97224 -2.4 0.6 1.0
S -1.11735 0.39675 1.03673 -0.1 -0.3 -1.0
S 1.72368 0.44043 1.91520 -1.2 0.0 -1.1
S -0.27419 -0.44764 -1.76577 -1.3 -0.1 -0.1
```
Positions in Å, forces in eV/Å.